DFT (wB97M-V/def2-TZVPD) results for the ion C42H48N3 with charge +1 at a distorted geometry.

```
93
Properties=species:S:1:pos:R:3:forces:R:3
C -6.05029 -1.19597 -1.35027 0.1 0.0 -0.2
C -6.13686 -2.38290 -0.40182 -0.1 0.2 0.1
N -4.86440 -3.05128 -0.23257 -0.4 -0.2 -0.5
C -4.93538 -4.38935 0.30188 0.0 -0.1 0.3
C -3.61934 -5.12885 0.13991 0.2 -0.1 -0.1
C -2.50435 -4.35377 0.83299 -0.2 -0.8 0.3
C -2.54916 -2.92673 0.43644 0.0 0.7 -0.3
C -3.71623 -2.33382 -0.12252 0.7 0.5 0.3
C -3.67757 -0.97747 -0.53505 1.0 -0.3 0.1
C -2.46165 -0.29660 -0.45568 0.6 -0.7 0.7
C -1.34778 -0.85233 0.22196 -0.7 0.4 0.7
C -0.19996 -0.01189 0.84660 2.9 -5.1 -1.6
C 1.13333 -0.51512 0.12027 0.8 0.5 0.0
C 2.43543 -0.12959 0.51018 -0.2 -0.6 0.0
C 3.56896 -0.90597 0.20535 -0.6 -0.1 -0.4
C 3.44720 -2.18212 -0.41935 -1.1 0.4 0.6
N 4.52358 -3.02360 -0.55035 0.3 -0.2 0.3
C 5.87020 -2.52606 -0.49519 0.3 0.7 0.0
C 6.02567 -1.47958 0.59704 0.1 0.0 0.2
C 4.93281 -0.40381 0.54324 0.6 0.4 0.1
C 4.43088 -4.29778 -1.21477 -0.4 -0.2 -0.4
C 3.09492 -4.95689 -0.92504 0.0 0.2 0.0
C 1.94991 -4.00238 -1.29613 -0.3 -0.3 -0.5
C 2.14266 -2.59197 -0.80372 0.8 0.9 0.0
C 1.09639 -1.66396 -0.70633 -0.6 -0.2 0.4
C -1.42611 -2.16280 0.66839 -0.3 0.2 -0.2
C -4.90744 -0.25133 -0.97658 -0.5 0.2 -0.3
H -5.88799 -1.55908 -2.36969 -0.1 0.0 0.1
H -6.99918 -0.65244 -1.33321 0.1 -0.1 -0.1
H -6.52326 -2.03859 0.57506 0.0 -0.1 -0.1
H -6.83225 -3.12934 -0.79219 -0.1 0.2 0.1
H -5.19059 -4.33748 1.37299 -0.1 -0.2 -0.1
H -5.74426 -4.89693 -0.22793 0.1 -0.1 0.2
H -3.70015 -6.13470 0.55470 -0.1 0.0 -0.1
H -3.37094 -5.21663 -0.92465 -0.1 0.0 0.1
H -2.60342 -4.42827 1.92398 0.0 -0.1 -0.1
H -1.52124 -4.77999 0.58173 -0.3 0.1 0.1
H -2.42740 0.71446 -0.87981 -0.2 -0.2 0.1
H -0.08456 -0.38259 1.88246 0.2 0.1 -0.5
H 2.57182 0.81840 1.04511 0.1 -0.5 0.1
H 6.54174 -3.37165 -0.30218 -0.1 0.2 0.0
H 6.16382 -2.10149 -1.47578 0.0 -0.1 0.2
H 6.00749 -1.97794 1.57593 0.0 0.1 -0.2
H 7.00539 -1.00169 0.47747 -0.2 -0.1 0.2
H 5.24019 0.35463 -0.19533 -0.2 -0.1 0.2
H 4.86990 0.08263 1.52127 0.2 0.2 -0.1
H 4.56262 -4.16845 -2.30571 0.0 -0.1 0.1
H 5.26057 -4.92867 -0.86604 -0.2 0.2 -0.1
H 3.03291 -5.87745 -1.51182 -0.2 0.1 0.1
H 3.04666 -5.22951 0.13756 0.0 0.1 -0.2
H 1.85725 -3.99517 -2.39032 -0.1 -0.1 0.1
H 1.01599 -4.40153 -0.88209 0.0 0.1 -0.2
H 0.16858 -1.88500 -1.24819 0.4 -0.3 0.6
H -0.57814 -2.61589 1.20037 -0.4 0.2 -0.2
H -4.67211 0.39468 -1.83169 0.0 -0.1 0.1
H -5.25156 0.42898 -0.18332 0.1 -0.2 0.0
C 1.19964 7.63350 1.09818 -0.1 -0.2 0.0
C 2.32531 6.82087 0.94907 0.0 -0.2 -0.1
C 2.17679 5.44349 0.78125 -0.2 0.1 0.1
C 0.90865 4.85820 0.78819 0.0 -0.2 -0.1
C 0.86397 3.33751 0.49231 -0.1 0.1 0.3
C 0.80171 3.07339 -1.00961 0.3 0.4 0.2
C 1.80883 2.28821 -1.56234 0.0 0.0 -0.2
C 1.81373 2.00325 -2.92575 -0.2 0.2 0.1
C 0.84595 2.58863 -3.74798 0.1 -0.1 -0.1
C -0.12178 3.44444 -3.21176 -0.1 -0.1 0.4
C -0.16367 3.67935 -1.82887 0.3 -0.4 -0.3
C -0.31778 2.72490 1.22172 -0.3 0.5 -0.1
C -0.39850 2.94566 2.70821 0.4 -0.1 0.3
C -1.54964 2.05201 3.15494 -0.4 -0.1 0.5
C -1.89458 1.09484 2.02760 -0.2 0.6 -0.8
N -0.75207 1.25434 0.94748 -2.5 4.1 0.3
C -0.22310 5.66699 0.97916 0.2 0.3 0.0
C -0.07582 7.05788 1.12604 0.2 -0.5 -0.1
H 1.31302 8.71198 1.19919 0.0 -0.3 0.0
H 3.33218 7.24234 0.94862 -0.4 0.0 0.0
H 3.04370 4.78830 0.65214 -0.2 0.4 0.0
H 1.78186 2.89788 0.92505 -0.3 0.2 -0.4
H 2.59417 1.90837 -0.90338 -0.3 0.0 -0.4
H 2.57956 1.33396 -3.31629 -0.2 0.2 -0.1
H 0.86295 2.38273 -4.82122 -0.1 0.1 0.4
H -0.84930 3.93756 -3.86172 0.3 -0.2 0.2
H -0.90827 4.35765 -1.40246 0.2 -0.2 -0.2
H -1.20975 3.23834 0.82751 0.1 -0.3 -0.1
H 0.55899 2.71203 3.19892 -0.3 0.0 -0.1
H -0.62186 3.99942 2.89933 0.2 -0.3 0.0
H -1.28314 1.48044 4.04407 -0.1 0.1 0.0
H -2.45471 2.62472 3.37856 0.3 0.0 0.2
H -1.95454 0.05647 2.36978 0.0 0.3 -0.5
H -2.81845 1.35122 1.47435 0.4 -0.1 0.6
H -1.22891 1.40149 0.05302 0.1 0.0 0.2
H -1.23503 5.23928 1.02507 0.5 0.3 -0.1
H -0.96339 7.67901 1.25406 0.3 -0.2 0.0
```
Forces are in eV/Å.

Values from the calculation:
HOMO level ... -0.34742 Eh
Total charge ... +1
DFT total energy ... -48797.23483 eV
LUMO energy ... -1.932 eV
Molar mass ... 594.87 g/mol
Gap between HOMO and LUMO ... 7.5 eV

Löwdin population analysis, charges in e, atoms 1 to 8: number 1, C, carries -0.160; number 2, C, carries -0.156; number 3, N, carries -0.093; number 4, C, carries -0.160; number 5, C, carries -0.158; number 6, C, carries -0.150; number 7, C, carries -0.135; number 8, C, carries -0.101


DFT (wB97M-V/def2-TZVPD) results for a structure of composition C42H49Br2N7O2SV at a distorted geometry.

```
104
Properties=species:S:1:pos:R:3:forces:R:3
V 1.04602 1.30707 0.70679 1.1 -1.7 -0.5
N 0.54409 -0.47900 5.18053 0.0 -0.2 -0.1
C 0.58657 0.73494 4.50294 0.0 0.3 -0.3
S 1.09115 2.10664 5.39076 0.1 0.2 0.2
N 0.26661 0.61808 3.23741 -0.4 -0.9 0.4
N 0.18995 1.68014 2.39213 -0.9 1.2 2.1
C -0.39841 2.78057 2.72255 -0.1 -0.4 0.2
C -0.32421 3.95444 1.88964 0.2 0.2 -0.4
C -1.24537 4.99433 2.02572 0.0 -0.1 0.0
C -1.15680 6.14505 1.26703 -0.1 0.1 0.0
C -0.09851 6.28566 0.36785 0.0 -0.1 0.1
C 0.85172 5.29428 0.24062 0.0 0.0 0.0
C 0.76375 4.08964 0.97415 0.0 0.3 0.3
O 1.66700 3.16661 0.82673 0.2 0.7 0.0
H 1.15267 -0.49109 5.98140 0.0 0.0 0.0
H 0.63045 -1.27889 4.56475 0.0 0.0 0.0
H -0.97140 2.82442 3.64290 0.1 0.0 0.1
H -2.05928 4.87878 2.73510 0.0 0.0 0.0
H -1.90872 6.92027 1.35599 0.0 0.0 0.0
H -0.03061 7.17871 -0.24437 0.0 0.0 0.0
H 1.67610 5.39851 -0.45621 0.0 0.0 0.0
C 4.20704 0.35569 0.06866 -0.1 0.0 -0.2
C 3.58260 1.17421 -1.01967 -0.4 -0.2 0.3
C 4.33611 1.70404 -2.06878 0.0 0.3 -0.5
C 3.75620 2.50711 -3.02588 0.2 -0.2 0.3
C 2.38540 2.80343 -2.91848 -0.3 -0.1 0.2
C 1.63211 3.62760 -3.78101 -0.2 0.2 -0.3
Br 2.49699 4.52298 -5.23644 0.0 -0.1 0.0
C 0.28392 3.82910 -3.61309 0.4 0.0 -0.1
C -0.37787 3.22682 -2.54841 -0.2 -0.2 0.3
Br -2.24416 3.50433 -2.33080 0.1 0.0 0.0
C 0.28557 2.42211 -1.61746 -0.4 0.1 -0.2
O -0.26302 1.84330 -0.60677 -0.9 0.6 -0.9
C 1.68763 2.21138 -1.84035 0.1 0.0 -0.3
N 2.26937 1.39202 -0.92442 1.3 0.1 -1.1
H 5.28478 0.27384 -0.06853 0.0 0.0 0.0
H 3.76562 -0.64190 0.09025 0.0 0.0 0.1
H 4.00127 0.82910 1.03334 0.1 -0.1 0.0
H 5.39309 1.47573 -2.11949 0.0 0.0 0.0
H 4.34092 2.91510 -3.83850 0.0 0.0 0.0
H -0.26289 4.45183 -4.30648 0.0 0.0 0.0
C -3.18305 0.85347 0.24918 -0.1 0.1 0.1
C -4.32571 -0.16795 0.00320 -0.1 0.0 0.0
N -4.54466 -0.97565 1.20846 -0.2 0.0 0.1
C -3.29940 -1.69385 1.51630 -0.2 0.0 0.2
C -2.14155 -0.68881 1.76351 -0.1 0.0 0.2
N -2.64619 0.67732 1.59553 -0.1 0.1 0.1
C -3.70456 0.91923 2.56521 0.0 -0.1 0.0
C -4.86896 -0.08331 2.32451 0.0 0.0 -0.1
H -3.54164 1.88164 0.16178 0.0 0.0 0.0
H -2.36472 0.72653 -0.45675 -0.1 0.4 0.0
H -4.07827 -0.85420 -0.81175 -0.2 0.4 0.4
H -5.27040 0.32690 -0.24503 0.0 0.0 0.0
H -3.08544 -2.35702 0.67455 -0.5 0.2 0.7
H -3.48431 -2.31473 2.39795 0.0 0.0 0.0
H -1.30063 -0.83809 1.07741 0.0 0.0 0.6
H -1.74934 -0.77334 2.77557 0.0 0.0 0.0
H -4.04267 1.95411 2.45208 0.0 0.0 0.0
H -3.27768 0.80804 3.56585 0.0 0.0 0.0
H -5.80032 0.43482 2.07380 0.0 0.0 0.0
H -5.05556 -0.70505 3.20529 0.0 0.0 0.0
C 3.78898 -1.31925 3.42528 -0.1 0.0 -0.1
C 3.09230 -2.17476 2.39593 0.0 0.1 0.0
C 3.51251 -3.49902 2.18340 0.0 -0.2 -0.1
C 2.86657 -4.25678 1.21251 0.1 0.1 0.1
C 3.30046 -5.68343 0.96725 0.0 0.1 0.0
C 1.84483 -3.72403 0.43546 -0.1 -0.1 -0.1
C 1.43651 -2.35431 0.54911 -0.3 -0.1 0.0
C 2.08707 -1.66010 1.62164 0.2 -0.2 -0.1
N 0.54852 -1.61863 -0.11735 0.2 0.4 0.0
C -0.20989 -1.96421 -1.30260 0.0 0.0 -0.2
C -1.71373 -1.87983 -0.97209 0.4 -0.1 -0.7
C -2.58033 -2.01108 -2.22829 0.0 -0.3 -0.1
C -2.30827 -3.36351 -2.89184 0.0 0.1 0.0
C -0.82712 -3.44819 -3.27210 0.0 -0.1 0.0
C -0.49131 -2.33480 -4.26504 0.0 0.0 0.1
C -0.76982 -0.98546 -3.60192 0.0 0.1 -0.1
C -2.24584 -0.88761 -3.21215 0.0 0.0 0.1
C 0.08808 -0.86459 -2.34429 0.0 0.0 0.0
C 0.02924 -3.32037 -2.00319 0.0 0.1 0.0
H 3.80970 -1.81303 4.39961 0.0 0.0 0.0
H 3.29060 -0.35575 3.53477 0.0 0.0 0.1
H 4.82520 -1.13044 3.12892 0.0 0.0 0.0
H 4.32055 -3.92550 2.77061 0.0 0.0 0.0
H 3.99176 -6.02139 1.74138 0.0 0.0 0.0
H 3.80660 -5.76742 0.00130 0.0 0.0 0.0
H 2.44460 -6.36288 0.94887 0.0 0.0 0.0
H 1.36180 -4.39933 -0.25345 0.0 0.0 -0.1
H 1.72479 -0.64865 1.74519 0.1 0.1 0.5
H -1.89763 -0.91846 -0.48459 0.2 -0.7 -0.6
H -1.96828 -2.67397 -0.26061 0.6 0.0 -0.5
H -3.63933 -1.94664 -1.94850 0.2 -0.3 -0.3
H -2.93494 -3.48200 -3.78453 0.0 0.0 0.0
H -2.55775 -4.17188 -2.19555 0.0 0.0 0.0
H -0.62997 -4.42350 -3.73551 0.0 0.0 0.0
H -1.08742 -2.44940 -5.17893 0.0 0.0 0.0
H 0.56613 -2.39485 -4.54430 0.0 0.0 0.0
H -0.52076 -0.17220 -4.29398 0.0 0.0 0.0
H -2.88245 -0.96543 -4.10242 0.0 0.0 0.0
H -2.44226 0.08321 -2.74551 0.0 0.0 0.0
H -0.09590 0.08874 -1.85579 0.0 -0.1 0.0
H 1.15172 -0.91221 -2.60278 0.0 0.0 0.0
H 1.08911 -3.41363 -2.25725 0.0 -0.1 0.0
H -0.24298 -4.14050 -1.33545 0.1 0.0 0.0
```
Forces are in eV/Å.

Values from the calculation:
HOMO level (alpha / beta) ... -0.03513 / -0.04300 Eh
Total charge ... -2
DFT total energy ... -235485.75923 eV
LUMO energy (alpha / beta) ... 3.725 / 3.722 eV
Molar mass ... 926.72 g/mol
Spin multiplicity ... 4
Gap between HOMO and LUMO (alpha / beta) ... 4.7 / 4.9 eV
⟨S²⟩ ... 3.7834

Löwdin population analysis, charges in e, atoms 1 to 8: number 1, V, carries 0.885; number 2, N, carries 0.021; number 3, C, carries -0.992; number 4, S, carries 0.395; number 5, N, carries -0.035; number 6, N, carries -0.143; number 7, C, carries -0.113; number 8, C, carries -0.133


DFT (wB97M-V/def2-TZVPD) results for a structure of composition C42H49FN7O8ReS at a distorted geometry.

```
109
Properties=species:S:1:pos:R:3:forces:R:3
Re 0.35775 -0.71018 1.87741 -2.8 1.7 -1.1
C -6.55058 1.36312 2.26514 0.0 -0.1 0.0
C -5.18656 0.88118 1.90723 -0.1 -0.9 -0.1
C -4.88861 -0.42662 1.81764 0.0 0.2 -0.1
C -3.51960 -0.91517 1.51179 0.2 0.2 0.6
C -3.25834 -2.34116 2.10613 -0.5 -0.5 -1.3
N -2.57458 -3.14451 1.23975 0.5 -0.1 0.1
C -2.42301 -4.57900 1.28417 -0.1 -0.3 -0.1
C -0.97475 -5.06519 1.48619 -0.1 0.1 0.0
C 0.03440 -4.38666 0.54031 -0.9 0.4 0.3
N 1.26785 -5.13587 0.49923 1.1 -0.2 0.1
C 2.43663 -4.96217 1.06410 -0.6 -0.7 -0.6
C 3.01405 -3.97718 1.90323 0.2 1.2 0.6
C 4.13052 -4.44417 2.63769 -0.5 0.2 -0.1
C 4.74219 -3.71309 3.63667 -0.1 0.4 0.1
C 5.87543 -4.28158 4.42616 0.1 -0.2 0.1
C 4.21669 -2.45579 3.92773 0.0 -0.5 -0.2
C 3.14694 -1.89871 3.22586 -0.5 -0.5 -0.8
C 2.64486 -0.64374 3.71018 0.2 0.0 0.2
N 1.60090 0.00963 3.31105 0.7 -0.6 0.2
C 1.15002 1.12873 4.12700 -0.2 1.1 0.3
C 1.40627 2.55470 3.60541 -0.2 -0.1 -0.2
C 0.53914 3.03170 2.41442 0.2 0.7 -0.1
N -0.63505 2.25713 2.26074 0.0 -0.3 -0.1
C -1.79568 2.59192 1.90355 0.4 0.9 0.0
C -2.83701 1.58285 1.76104 -0.6 -0.6 0.1
C -4.15159 1.88071 1.78090 1.0 0.1 -0.1
C -2.35401 0.15801 1.73046 -0.9 0.1 -1.9
O -1.36607 -0.02062 2.61810 2.7 -2.4 0.6
C 2.57883 -2.61355 2.10640 1.4 -0.8 1.4
O 1.79732 -2.05253 1.26867 -1.8 1.2 -0.8
H -7.25933 0.54322 2.30310 -0.1 0.0 0.0
H -6.50923 1.82862 3.24828 -0.1 0.1 0.1
H -6.90550 2.11387 1.56371 -0.1 0.1 -0.1
H -5.64901 -1.17677 1.97227 -0.2 0.0 0.1
H -4.19539 -2.80263 2.43313 0.2 0.1 0.2
H -1.85755 -2.66859 0.69614 -0.4 -0.1 0.1
H -3.03779 -4.99181 2.08532 0.0 -0.1 -0.1
H -2.78746 -4.96591 0.32299 0.0 -0.2 0.2
H -0.67890 -4.91091 2.52346 0.1 -0.1 -0.1
H -0.97368 -6.14068 1.29027 0.0 0.0 0.1
H -0.37055 -4.38255 -0.47630 0.1 0.1 0.0
H 0.23601 -3.36315 0.84528 0.0 -0.3 -0.2
H 1.17101 -6.01495 -0.00221 0.2 0.1 0.1
H 3.09893 -5.81180 0.91473 -0.1 0.0 -0.1
H 4.48854 -5.44522 2.44250 0.1 -0.1 -0.1
H 6.55952 -4.83607 3.78819 0.1 0.0 0.0
H 6.42802 -3.50424 4.94612 0.1 0.0 0.0
H 5.49384 -4.97842 5.17325 0.0 0.0 0.1
H 4.65746 -1.88992 4.73555 0.0 0.1 0.1
H 3.19232 -0.25380 4.56987 0.0 0.1 -0.1
H 0.07096 0.99976 4.22728 0.1 0.1 0.2
H 1.61940 1.06752 5.11514 -0.1 -0.1 -0.1
H 1.21161 3.21345 4.45445 0.1 -0.1 0.0
H 2.45934 2.66616 3.34315 0.0 0.1 0.1
H 0.33448 4.10663 2.51843 0.2 0.0 0.0
H 1.11212 2.88127 1.49322 0.0 0.1 0.1
H -2.10510 3.62811 1.70392 0.1 0.1 0.1
H -4.46325 2.91604 1.80593 0.0 0.2 0.0
F 3.20545 3.91306 -2.62970 0.0 0.1 -0.1
C 2.03593 3.26000 -2.77472 0.0 -0.2 0.4
C 1.57765 2.55746 -1.69570 0.0 0.1 -0.3
C 0.36244 1.85845 -1.74795 0.0 0.0 -0.1
C -0.10150 1.06289 -0.63246 -0.9 -0.2 -1.1
O 0.65865 0.83265 0.35727 0.7 -1.0 1.2
C -1.43085 0.55270 -0.78880 0.2 -0.2 0.4
C -2.06262 0.58865 -1.99767 0.2 0.2 0.3
N -1.53493 1.18432 -3.08077 -0.1 -0.3 0.2
C -2.18983 1.01094 -4.35292 -0.3 0.2 -0.5
C -2.61028 -0.36974 -4.76223 0.0 0.0 0.0
C -1.46196 0.29355 -5.45645 0.0 0.0 0.0
C -0.36388 1.89462 -2.96262 0.4 0.2 0.4
C 0.13450 2.61735 -4.04814 0.2 0.2 -0.1
C 1.33089 3.32712 -4.00086 -0.4 -0.5 0.4
N 1.79165 4.00247 -5.10894 0.2 0.1 -0.2
C 3.14509 4.53328 -5.19561 0.2 0.0 0.2
C 3.44791 4.93918 -6.64047 0.4 0.5 0.6
N 2.80968 3.95754 -7.55338 0.3 -0.3 -0.3
C 1.31851 4.04747 -7.48995 -1.0 0.1 0.2
C 0.90719 4.56311 -6.10240 -0.1 0.1 -0.2
C -1.93081 -0.36085 0.29130 -0.5 1.4 0.3
O -3.22127 -0.91956 0.09625 0.2 0.3 -0.3
O -0.95194 -1.28951 0.44716 1.2 -1.1 0.4
H 2.16291 2.54709 -0.78893 0.1 0.0 0.1
H -3.01558 0.09532 -2.12092 0.0 0.0 -0.1
H -2.83665 1.84214 -4.61351 0.0 -0.1 -0.1
H -3.53930 -0.47926 -5.29932 -0.1 0.1 0.0
H -2.39133 -1.18865 -4.09342 0.1 0.0 0.1
H -1.61160 0.64160 -6.46845 -0.1 0.1 0.0
H -0.46732 -0.07741 -5.25877 0.0 0.0 0.1
H -0.43205 2.59928 -4.96116 0.0 0.0 -0.1
H 3.84587 3.75534 -4.88077 0.0 0.1 0.0
H 3.29548 5.40289 -4.54450 0.1 -0.1 -0.2
H 4.52775 4.94900 -6.79099 -0.1 -0.1 -0.1
H 3.06713 5.93357 -6.87599 0.0 -0.2 -0.1
H 3.10636 3.02005 -7.25673 -0.1 0.2 -0.2
H 3.13426 4.09274 -8.51708 0.0 -0.1 0.2
H 0.90105 3.05767 -7.68059 0.2 0.0 0.0
H 0.95658 4.72815 -8.26113 0.2 0.0 -0.1
H -0.13068 4.29995 -5.90965 0.1 0.1 -0.1
H 0.96560 5.65711 -6.07116 -0.1 0.0 0.0
C -1.22790 -1.52693 5.54149 -0.1 -0.2 -0.6
S -1.26772 -2.56359 4.08654 -1.8 -0.2 0.7
O -2.58949 -2.07503 3.45458 1.1 0.1 1.5
O -1.31687 -3.93940 4.44065 0.0 -0.1 0.2
O -0.07462 -2.30011 3.25339 0.7 1.0 -1.0
H -1.90272 -1.97830 6.25701 -0.2 -0.1 0.1
H -1.56723 -0.53963 5.25781 0.0 0.2 -0.1
H -0.22276 -1.51022 5.93987 0.3 -0.1 0.0
```
Forces are in eV/Å.

Values from the calculation:
HOMO level (alpha / beta) ... -0.52123 / -0.52130 Eh
Total charge ... +3
DFT total energy ... -86817.49891 eV
LUMO energy (alpha / beta) ... -7.994 / -7.737 eV
Molar mass ... 1017.17 g/mol
Spin multiplicity ... 2
Gap between HOMO and LUMO (alpha / beta) ... 6.2 / 6.4 eV
⟨S²⟩ ... 0.7650

Löwdin population analysis, charges in e, atoms 1 to 8: number 1, Re, carries 1.814; number 2, C, carries -0.029; number 3, C, carries -0.239; number 4, C, carries 0.067; number 5, C, carries -0.219; number 6, C, carries -0.182; number 7, N, carries 0.029; number 8, C, carries -0.152